Entry 1:
Molecular formula: C9H6O3
Method: DFT, ωB97M-V/def2-TZVPD

Its HOMO energy is -9.04 eV. The electronic energy comes out at -15572.598 eV. The spin multiplicity is 1. The molar mass comes out at 162.1 Da. The value obtained for the maximum force is 0.0605 Eh/bohr. As for the SMILES: O=c1cc(O)c2ccccc2o1.

The geometry in XYZ format:
```
18
C9H6O3 ωB97M-V/def2-TZVPD
O 2.460 -0.948 2.801
C 1.720 -0.854 1.835
C 1.405 -1.873 0.833
C 0.459 -1.609 -0.086
O 0.147 -2.621 -0.930
C -0.150 -0.313 -0.237
C -1.008 0.035 -1.296
C -1.466 1.311 -1.386
C -1.049 2.293 -0.490
C -0.236 1.970 0.566
C 0.212 0.646 0.667
O 1.081 0.396 1.680
H 1.987 -2.805 0.906
H -0.798 -2.487 -1.341
H -1.309 -0.776 -1.991
H -2.132 1.625 -2.159
H -1.419 3.286 -0.676
H 0.098 2.724 1.304
```

Results of the Mulliken charge analysis, in e, for atoms 1 through 6: O -0.614; C 0.266; C -0.568; C 0.844; O -0.572; C 1.107



Entry 2:
Molecular formula: C9H74CdNO29
Method: DFT, ωB97M-V/def2-TZVPD

Its HOMO energy is -9.09 eV. The electronic energy comes out at -75959.683 eV. Its total charge is +1. The spin multiplicity is 1. The molar mass comes out at 773.1 Da. The value obtained for the maximum force is 0.1406 Eh/bohr.

The geometry in XYZ format:
```
114
C9H74CdNO29 ωB97M-V/def2-TZVPD
Cd 6.467 17.422 3.074
C 6.769 21.172 3.127
C 7.901 20.902 2.130
C 8.672 22.204 2.010
C 9.709 22.437 3.082
C 10.606 21.210 3.253
C 9.802 19.964 3.542
N 8.788 19.825 2.523
O 8.230 18.551 2.507
C 9.339 19.990 5.018
C 10.816 18.814 3.411
C 7.307 20.630 0.758
H 6.264 20.294 3.497
H 6.011 21.817 2.667
H 7.162 21.737 3.968
H 7.998 23.077 2.140
H 9.027 22.492 1.019
H 9.320 22.800 4.040
H 10.439 23.215 2.829
H 11.332 21.426 4.040
H 11.153 21.088 2.322
H 10.189 20.056 5.692
H 8.681 19.147 5.248
H 8.737 20.898 5.177
H 11.271 18.881 2.428
H 10.325 17.854 3.559
H 11.556 18.880 4.207
H 6.616 19.780 0.743
H 8.088 20.523 -0.003
H 6.753 21.521 0.431
O 11.987 25.445 1.909
H 11.861 24.979 1.073
H 12.269 24.745 2.526
O 11.506 17.593 7.695
H 11.953 17.310 8.503
H 10.691 18.031 7.998
O 13.474 18.776 6.040
H 12.868 18.319 6.658
H 13.020 19.590 5.784
O 6.355 16.759 0.982
H 6.346 15.797 0.854
H 6.765 17.120 0.186
O 9.325 25.996 2.812
H 10.274 25.901 2.574
H 8.891 25.288 2.324
O 11.875 16.433 1.146
H 12.396 16.466 0.332
H 11.079 16.984 0.951
O 8.596 24.537 -0.165
H 8.520 25.444 -0.493
H 7.676 24.238 -0.028
O 6.459 18.474 4.989
H 6.661 19.423 5.130
H 6.485 18.070 5.866
O 11.741 20.288 0.030
H 11.251 21.098 -0.203
H 11.081 19.648 0.346
O 5.611 20.895 6.318
H 5.649 21.748 6.784
H 5.674 20.242 7.026
O 9.841 18.009 0.195
H 9.365 17.477 -0.452
H 9.151 18.450 0.760
O 9.086 18.788 8.977
H 9.082 18.316 9.822
H 8.234 18.583 8.577
O 9.807 21.895 8.348
H 9.092 21.266 8.199
H 9.690 22.191 9.258
O 4.766 18.781 2.528
H 4.547 18.738 1.569
H 3.927 18.984 2.969
O 3.914 21.599 -0.906
H 3.609 22.019 -1.720
H 4.858 21.458 -1.056
O 5.333 22.864 6.416
H 5.864 22.570 5.672
H 4.672 23.459 6.015
O 11.728 23.094 6.442
H 11.008 22.623 6.893
H 11.477 24.025 6.475
O 5.901 24.007 -0.993
H 5.233 24.700 -1.082
H 6.543 24.191 -1.695
O 10.273 22.690 -1.315
H 10.716 23.074 -2.080
H 9.786 23.448 -0.879
O 14.131 16.965 2.718
H 13.887 17.181 3.630
H 13.282 16.885 2.227
O 10.414 15.429 3.387
H 11.226 15.002 3.688
H 10.663 15.828 2.528
O 4.405 18.452 -0.551
H 5.017 19.113 -0.904
H 4.350 17.782 -1.245
O 3.469 23.880 4.475
H 2.514 24.011 4.516
H 3.592 23.185 3.810
O 7.705 15.754 3.595
H 8.711 15.711 3.572
H 7.423 14.838 3.726
O 14.124 21.886 5.605
H 13.402 22.329 6.094
H 14.066 22.247 4.710
O 3.281 22.591 1.683
H 3.738 22.558 0.811
H 2.912 23.482 1.737
O 13.889 20.188 2.182
H 13.355 19.702 1.540
H 14.283 19.509 2.750
O 13.331 22.890 2.962
H 14.292 22.921 2.868
H 13.085 22.049 2.535
```

Results of the Mulliken charge analysis, in e, for atoms 1 through 6: Cd 0.180; C -1.523; C 2.931; C -0.300; C -0.345; C -0.214



Entry 3:
Molecular formula: C9H7BrN2S
Method: DFT, ωB97M-V/def2-TZVPD

Its HOMO energy is -7.72 eV. The electronic energy comes out at -93303.104 eV. The spin multiplicity is 1. The molar mass comes out at 255.1 Da. The value obtained for the maximum force is 0.1209 Eh/bohr. As for the SMILES: S=c1[nH]ccn1-c1ccc(Br)cc1.

The geometry in XYZ format:
```
20
C9H7BrN2S ωB97M-V/def2-TZVPD
S 1.184 -1.137 -2.728
C 1.658 -0.125 -1.500
N 2.922 0.284 -1.379
C 2.926 1.337 -0.419
C 1.679 1.393 0.132
N 0.842 0.479 -0.426
C -0.308 -0.103 0.020
C -1.521 -0.089 -0.831
C -2.731 -0.571 -0.291
C -2.748 -0.891 1.058
Br -4.355 -1.454 2.024
C -1.588 -0.871 1.854
C -0.380 -0.343 1.366
H 3.816 -0.093 -1.751
H 3.815 1.975 -0.274
H 1.370 2.105 0.896
H -1.660 0.140 -1.856
H -3.609 -0.879 -0.934
H -1.761 -0.939 2.922
H 0.452 -0.218 2.118
```

Results of the Mulliken charge analysis, in e, for atoms 1 through 6: S -0.397; C -0.163; N -0.041; C -0.496; C -0.251; N 0.259



Entry 4:
Molecular formula: C9H7Cl2N3
Method: DFT, ωB97M-V/def2-TZVPD

Its HOMO energy is -8.86 eV. The electronic energy comes out at -38956.279 eV. The spin multiplicity is 1. The molar mass comes out at 228.1 Da. The value obtained for the maximum force is 0.0917 Eh/bohr. As for the SMILES: C/C=C(\Cl)[C@@H](C#N)/C=N\C(Cl)=C=C=N.

The geometry in XYZ format:
```
21
C9H7Cl2N3 ωB97M-V/def2-TZVPD
C -1.178 -2.065 0.857
C -1.221 -0.718 0.222
C -0.588 -0.387 -0.893
Cl 0.449 -1.316 -1.957
C -0.924 0.997 -1.508
C -1.751 1.917 -0.815
N -2.286 2.769 -0.296
C 0.403 1.765 -1.757
N 1.345 1.893 -0.951
C 1.555 1.372 0.231
Cl 2.053 2.706 1.309
C 1.884 0.182 0.709
C 2.196 -0.806 1.489
N 2.105 -1.987 1.847
H -0.249 -2.553 0.425
H -2.067 -2.639 0.743
H -1.131 -2.140 1.977
H -2.014 -0.076 0.625
H -1.458 0.943 -2.465
H 0.295 2.479 -2.549
H 2.580 -2.335 2.757
```

Results of the Mulliken charge analysis, in e, for atoms 1 through 6: C -1.333; C 0.225; C -0.096; Cl -0.112; C 0.451; C -0.161



Q: Which value of maximum force does entry 2 give?
A: 0.1406 Eh/bohr